{"formula": "C14H18N2O5S2", "method": "ωB97M-V/def2-TZVPD", "smiles": "O=C(O)CSCC(=O)N1CCN(S(=O)(=O)c2ccccc2)CC1", "max_force_ev_per_a": 1.1, "relative_energy_kj_mol": 0.00, "e_lumo_ev": 0.4, "homo_ha": -0.332, "symbols": ["O", "C", "O", "C", "S", "C", "C", "O", "N", "C", "C", "N", "S", "O", "O", "C", "C", "C", "C", "C", "C", "C", "C", "H", "H", "H", "H", "H", "H", "H", "H", "H", "H", "H", "H", "H", "H", "H", "H", "H", "H"], "xyz": [[0.246524, 0.204119, -1.354769], [0.475135, 0.654854, -2.452592], [1.054053, -0.066913, -3.407799], [0.140113, 2.043869, -2.894582], [-1.671750, 2.234294, -3.091378], [-2.310401, 1.737565, -1.459263], [-1.542965, 2.371943, -0.308525], [-0.807734, 3.325437, -0.470489], [-1.750397, 1.831110, 0.917890], [-2.492710, 0.625074, 1.207399], [-1.534435, -0.569908, 1.220805], [-0.477158, -0.313032, 2.175979], [0.508878, -1.635951, 2.449801], [-0.352806, -2.743164, 2.740445], [1.486485, -1.241534, 3.418497], [1.324202, -1.935747, 0.878240], [2.496762, -1.267321, 0.586352], [3.091508, -1.453742, -0.650611], [2.504680, -2.301681, -1.578340], [1.328501, -2.971316, -1.271861], [0.732511, -2.785720, -0.035019], [0.236587, 0.925245, 1.940781], [-0.756157, 2.089583, 1.944115], [1.261852, -0.962852, -3.084441], [0.454294, 2.777850, -2.151830], [0.561841, 2.252688, -3.874505], [-2.271155, 0.650806, -1.406310], [-3.348504, 2.071409, -1.458404], [-3.296639, 0.473201, 0.489236], [-2.932304, 0.743290, 2.202435], [-2.039945, -1.480287, 1.543628], [-1.120005, -0.712505, 0.213762], [2.935212, -0.628208, 1.336114], [4.009254, -0.939552, -0.893017], [2.981404, -2.457337, -2.536930], [0.878856, -3.638535, -1.992886], [-0.172890, -3.301703, 0.242504], [0.972269, 1.024790, 2.738322], [0.744066, 0.904743, 0.965210], [-0.249532, 3.025527, 1.708112], [-1.254732, 2.166359, 2.912343]], "forces_ev_per_angstrom": [[-0.09, 0.18, 0.07], [0.04, -0.13, 0.23], [0.27, -0.23, -0.66], [-0.46, 0.19, 0.09], [0.07, -0.05, 0.05], [0.47, 0.03, -0.53], [-0.40, 0.02, -0.06], [0.19, 0.16, -0.05], [-0.02, 0.15, 0.34], [0.11, -0.43, -0.08], [-0.67, -0.23, -0.33], [0.54, -0.86, 0.39], [-0.21, 0.07, 0.22], [-0.06, 0.00, -0.38], [0.17, 0.21, -0.29], [-0.33, 0.06, 0.58], [0.19, 0.10, 0.00], [-0.02, 0.06, 0.03], [0.03, -0.11, 0.05], [0.00, 0.00, -0.02], [-0.12, -0.12, -0.03], [0.38, 0.65, 0.07], [0.37, 0.03, 0.02], [-0.19, 0.30, 0.25], [0.11, -0.18, -0.10], [-0.01, 0.02, 0.02], [-0.12, 0.08, 0.14], [-0.04, -0.05, 0.04], [0.04, -0.02, 0.07], [-0.07, -0.03, -0.10], [-0.13, 0.08, -0.12], [-0.13, 0.01, 0.06], [0.12, 0.09, 0.04], [0.08, 0.04, 0.01], [0.06, -0.04, -0.07], [-0.03, -0.07, -0.03], [-0.10, -0.10, -0.03], [0.00, 0.17, -0.07], [-0.02, 0.08, 0.09], [-0.06, -0.14, 0.11], [0.03, 0.02, 0.00]]}